1.
The following is a quantum chemistry calculation of 2 unconnected molecules or ions with the total composition C4H12 at a distorted geometry, from OMol25.

Kohn-Sham gap = 0.456 Ha
multiplicity = 1
DFT total energy = -159.5281 Eh

Geometry as XYZ:
```
16
Properties=species:S:1:pos:R:3:lowdin_charge:R:1
C -1.26 -1.04 -2.15 -0.185
C -0.43 -1.96 -1.22 -0.169
H -1.08 -1.27 -3.15 0.017
H -2.40 -1.14 -2.23 0.086
H -1.03 0.01 -2.01 0.055
H -0.18 -1.27 -0.39 0.029
H 0.50 -2.45 -1.81 0.104
H -0.84 -2.89 -0.75 0.060
C 0.20 1.13 2.08 -0.125
C 1.40 1.87 1.40 -0.156
H -0.08 0.32 1.32 0.070
H 0.48 0.76 3.00 0.023
H -0.69 1.64 2.19 0.030
H 2.46 1.85 1.87 0.086
H 1.14 2.90 1.39 0.034
H 1.80 1.53 0.45 0.041
```



2.
The following is a quantum chemistry calculation of 2 unconnected molecules or ions with the total composition H2N2O4P at a distorted geometry, from OMol25.

charge = -1
Kohn-Sham gap = 0.315 Ha
multiplicity = 1
DFT total energy = -753.0836 Eh

Geometry as XYZ:
```
9
Properties=species:S:1:pos:R:3:lowdin_charge:R:1
N 0.58 -0.85 -0.36 -0.105
N -0.51 1.79 -0.56 -0.249
O 0.19 -0.74 2.29 -0.329
O 0.84 1.58 -0.74 -0.287
O -0.89 2.94 -0.78 -0.150
O -1.10 -2.45 0.76 -0.374
P -0.12 -1.33 0.99 0.432
H 1.06 0.14 -0.51 0.017
H -0.05 -1.08 -1.11 0.044
```



3.
The following is a quantum chemistry calculation of 8 unconnected molecules or ions with the total composition C72H94IN2O3S2 at a distorted geometry, from OMol25.

charge = +1
Kohn-Sham gap = 0.178 Ha
multiplicity = 1
DFT total energy = -4228.2163 Eh

Geometry as XYZ:
```
174
Properties=species:S:1:pos:R:3:lowdin_charge:R:1
C 0.44 10.13 -0.35 -0.154
C -0.10 11.12 0.87 -0.264
C -0.98 10.23 1.94 -0.239
C -2.37 9.73 1.18 -0.220
C -3.33 9.10 2.36 -0.224
C -3.11 7.47 2.59 -0.196
C -4.57 6.76 2.30 -0.190
C -4.47 5.27 1.62 -0.246
N -3.48 5.18 0.46 -0.186
C -4.12 5.87 -0.73 -0.190
C -3.44 5.50 -2.19 -0.195
C -1.91 6.06 -2.36 -0.217
C -1.31 5.98 -3.88 -0.207
C -1.95 4.81 -4.83 -0.210
C -1.46 3.29 -4.48 -0.226
C 0.03 3.18 -3.80 -0.258
C 0.43 1.55 -3.85 -0.149
C -3.26 3.70 0.24 -0.880
S -1.73 3.09 -0.30 0.627
S -4.57 2.36 0.57 0.780
C -3.91 1.42 2.10 -0.436
C -2.88 0.25 1.60 -0.216
C -2.66 -0.97 2.72 -0.147
O -1.25 -0.86 3.14 -0.076
C -0.70 -2.14 3.61 -0.237
O -1.35 -3.30 3.74 -0.023
C 0.90 -2.13 4.07 -0.010
C 1.26 -1.07 5.30 0.072
C 2.84 -1.05 5.78 0.033
N 3.90 -1.92 5.14 0.055
C 3.63 -2.91 3.99 -0.065
C 4.92 -3.78 3.47 -0.115
C 5.37 -3.49 1.92 -0.195
O 6.72 -2.83 1.90 -0.224
C 7.76 -3.82 1.52 -0.251
C 7.97 -3.97 -0.11 -0.089
C 2.08 -3.04 3.39 -0.481
I 1.64 -4.43 1.76 0.908
H 0.30 9.00 -0.02 0.075
H 1.60 10.30 -0.43 0.067
H -0.12 10.35 -1.36 0.078
H -0.74 12.01 0.41 0.115
H 0.83 11.55 1.49 0.109
H -0.42 9.27 2.35 0.124
H -1.33 10.95 2.80 0.110
H -2.95 10.65 0.69 0.118
H -2.14 8.97 0.30 0.099
H -4.43 9.39 2.09 0.101
H -3.12 9.59 3.43 0.113
H -2.79 7.21 3.70 0.115
H -2.25 7.10 1.88 0.104
H -5.25 7.43 1.59 0.105
H -5.16 6.68 3.33 0.128
H -5.57 4.98 1.27 0.118
H -4.17 4.52 2.49 0.119
H -4.05 7.04 -0.52 0.139
H -5.29 5.63 -0.79 0.130
H -3.54 4.34 -2.47 0.097
H -4.10 6.06 -3.00 0.130
H -1.12 5.58 -1.64 0.070
H -1.95 7.22 -2.07 0.112
H -0.13 5.96 -3.80 0.101
H -1.58 7.02 -4.40 0.118
H -3.12 4.81 -4.88 0.083
H -1.58 5.04 -5.94 0.122
H -2.25 2.66 -3.84 0.112
H -1.39 2.71 -5.52 0.118
H 0.87 3.73 -4.39 0.106
H 0.05 3.47 -2.66 0.068
H 1.47 1.39 -4.38 0.074
H -0.39 0.98 -4.50 0.075
H 0.41 1.05 -2.79 0.064
H -3.34 2.21 2.75 0.093
H -4.84 1.02 2.69 0.096
H -1.83 0.78 1.43 0.089
H -3.25 -0.19 0.58 0.116
H -2.94 -1.96 2.17 0.143
H -3.41 -0.70 3.61 0.153
H 0.46 -0.41 5.83 0.130
H 3.09 -0.33 6.69 0.144
H 4.87 -1.85 5.54 0.162
H 4.74 -4.94 3.61 0.138
H 5.84 -3.52 4.17 0.142
H 4.58 -2.91 1.27 0.124
H 5.54 -4.55 1.39 0.127
H 8.79 -3.40 1.94 0.136
H 7.62 -4.88 2.03 0.133
H 8.60 -4.92 -0.42 0.082
H 8.58 -3.04 -0.55 0.097
H 6.91 -3.99 -0.62 0.064
C 6.02 -7.84 -2.13 -0.100
C 5.73 -6.49 -1.90 -0.096
C 4.54 -6.13 -1.28 -0.108
C 3.64 -7.11 -0.87 -0.104
C 3.93 -8.46 -1.09 -0.096
C 5.12 -8.82 -1.73 -0.081
H 6.95 -8.12 -2.62 0.104
H 6.44 -5.73 -2.22 0.094
H 4.31 -5.08 -1.11 0.090
H 2.71 -6.83 -0.38 0.070
H 3.23 -9.23 -0.77 0.102
H 5.34 -9.87 -1.90 0.107
C 5.04 6.67 -4.28 -0.095
C 4.57 5.39 -4.03 -0.097
C 3.51 5.19 -3.15 -0.105
C 2.91 6.28 -2.52 -0.101
C 3.38 7.57 -2.77 -0.092
C 4.44 7.77 -3.65 -0.092
H 5.86 6.83 -4.97 0.101
H 5.03 4.53 -4.53 0.100
H 3.15 4.18 -2.95 0.093
H 2.09 6.12 -1.83 0.096
H 2.91 8.42 -2.28 0.092
H 4.81 8.77 -3.84 0.102
C -5.39 3.25 -6.53 -0.097
C -5.57 2.38 -7.60 -0.093
C -5.70 1.01 -7.37 -0.094
C -5.65 0.52 -6.06 -0.096
C -5.47 1.39 -4.99 -0.096
C -5.33 2.76 -5.22 -0.107
H -5.28 4.32 -6.71 0.100
H -5.61 2.77 -8.61 0.102
H -5.83 0.33 -8.20 0.101
H -5.76 -0.55 -5.88 0.100
H -5.44 1.01 -3.97 0.099
H -5.19 3.44 -4.39 0.085
C -8.04 2.46 0.17 -0.114
C -8.88 1.58 0.85 -0.096
C -10.26 1.66 0.70 -0.096
C -10.81 2.62 -0.15 -0.094
C -9.98 3.51 -0.83 -0.094
C -8.59 3.43 -0.67 -0.093
H -6.97 2.40 0.29 -0.012
H -8.45 0.82 1.51 0.097
H -10.91 0.97 1.24 0.100
H -11.89 2.68 -0.27 0.102
H -10.41 4.25 -1.50 0.102
H -7.95 4.12 -1.20 0.093
C 11.52 -8.74 -0.41 -0.093
C 10.29 -8.08 -0.46 -0.098
C 9.11 -8.82 -0.55 -0.102
C 9.16 -10.21 -0.58 -0.093
C 10.39 -10.87 -0.52 -0.091
C 11.57 -10.13 -0.44 -0.091
H 12.44 -8.17 -0.34 0.102
H 10.26 -7.00 -0.42 0.086
H 8.15 -8.31 -0.59 0.074
H 8.24 -10.79 -0.64 0.098
H 10.42 -11.96 -0.54 0.103
H 12.53 -10.65 -0.41 0.103
C 3.62 -10.24 2.05 -0.105
C 3.15 -11.53 2.30 -0.088
C 2.09 -11.73 3.18 -0.088
C 1.50 -10.64 3.81 -0.092
C 1.96 -9.35 3.56 -0.100
C 3.02 -9.15 2.68 -0.106
H 4.45 -10.09 1.36 0.092
H 3.61 -12.38 1.80 0.104
H 1.73 -12.73 3.38 0.104
H 0.67 -10.79 4.50 0.103
H 1.49 -8.49 4.05 0.096
H 3.39 -8.14 2.49 0.085
C -3.65 -5.12 3.59 -0.106
C -4.48 -5.91 2.80 -0.093
C -5.55 -6.60 3.37 -0.094
C -5.80 -6.48 4.74 -0.094
C -4.97 -5.68 5.53 -0.096
C -3.89 -5.01 4.96 -0.097
H -2.81 -4.59 3.14 0.061
H -4.29 -6.00 1.73 0.099
H -6.19 -7.22 2.75 0.102
H -6.64 -7.00 5.19 0.102
H -5.17 -5.59 6.60 0.100
H -3.25 -4.39 5.58 0.093
```



4.
The following is a quantum chemistry calculation of 3 unconnected molecules or ions with the total composition C23H38NO4 at a distorted geometry, from OMol25.

charge = +1
Kohn-Sham gap = 0.283 Ha
multiplicity = 1
DFT total energy = -1254.5516 Eh

Geometry as XYZ:
```
66
Properties=species:S:1:pos:R:3:lowdin_charge:R:1
C 1.05 -0.83 1.57 0.035
C 1.34 -0.04 0.22 -0.436
O 2.00 -0.55 -0.66 0.129
O 0.83 1.26 -0.03 -0.058
C -0.56 1.08 -0.39 -0.123
C -1.43 2.13 0.42 -0.186
C -0.76 2.96 1.60 -0.067
C -1.10 2.03 2.82 -0.093
N -2.57 1.77 2.56 0.064
C -2.60 1.30 1.13 -0.215
C -3.92 1.89 0.50 -0.133
C -4.29 1.14 -0.87 -0.124
C -5.67 0.42 -0.60 -0.230
C -6.89 0.97 -1.14 -0.031
C -8.14 0.28 -0.82 -0.056
C -8.08 -0.90 0.00 -0.085
C -6.85 -1.46 0.53 -0.069
C -5.60 -0.79 0.23 -0.050
H 1.58 -1.81 1.49 0.092
H 1.38 -0.19 2.42 0.092
H -0.06 -1.00 1.65 0.073
H -0.75 1.28 -1.48 0.148
H -0.87 0.02 -0.20 0.122
H -1.81 2.88 -0.31 0.144
H 0.29 3.29 1.45 0.136
H -1.39 3.88 1.78 0.130
H -0.88 2.42 3.85 0.148
H -0.59 1.05 2.69 0.115
H -3.00 1.18 3.28 0.198
H -2.99 2.71 2.64 0.177
H -2.51 0.19 1.19 0.157
H -3.88 2.98 0.29 0.125
H -4.74 1.74 1.25 0.123
H -4.37 1.84 -1.73 0.116
H -3.51 0.37 -1.15 0.117
H -6.82 1.90 -1.74 0.109
H -9.08 0.72 -1.23 0.107
H -9.03 -1.41 0.26 0.104
H -6.81 -2.37 1.17 0.104
H -4.61 -1.12 0.61 0.098
C 4.99 2.15 -2.64 -0.173
C 4.09 1.01 -2.19 -0.188
C 2.90 1.16 -3.12 -0.216
O 3.40 1.72 -4.34 -0.137
C 4.74 2.17 -4.14 -0.203
H 6.04 2.02 -2.38 0.114
H 4.65 3.09 -2.19 0.114
H 4.59 0.05 -2.37 0.120
H 3.82 1.06 -1.14 0.093
H 2.16 1.86 -2.71 0.109
H 2.41 0.21 -3.32 0.113
H 5.41 1.47 -4.66 0.119
H 4.87 3.16 -4.57 0.117
C 5.87 -3.78 0.94 -0.170
C 5.15 -5.07 0.58 -0.171
C 3.99 -5.07 1.57 -0.201
O 3.68 -3.70 1.83 -0.160
C 4.71 -2.87 1.30 -0.216
H 6.49 -3.38 0.13 0.116
H 6.50 -3.93 1.82 0.117
H 4.76 -5.01 -0.44 0.116
H 5.77 -5.96 0.66 0.116
H 4.28 -5.53 2.52 0.118
H 3.11 -5.59 1.19 0.116
H 4.31 -2.36 0.41 0.110
H 4.99 -2.10 2.03 0.117
```



5.
The following is a quantum chemistry calculation of 2 unconnected molecules or ions with the total composition CH5N3O3P at a distorted geometry, from OMol25.

<S²> = 2.0638
charge = -1
Kohn-Sham gap (alpha / beta) = 0.243 / 0.273 Ha
multiplicity = 3
DFT total energy = -772.3963 Eh

Geometry as XYZ:
```
13
Properties=species:S:1:pos:R:3:lowdin_charge:R:1
C 0.86 -0.09 -0.66 -0.233
N 0.33 0.41 1.28 -0.046
N 1.54 0.93 -1.15 -0.030
N -0.92 0.17 1.30 -0.172
O -1.02 -1.86 -1.59 -0.196
O -1.94 0.48 -1.04 -0.359
O -0.44 0.13 -3.10 -0.409
P -0.76 -0.19 -1.64 0.289
H 2.09 1.56 -0.55 0.091
H 1.33 1.35 -1.99 0.029
H -1.56 -2.02 -2.29 -0.030
H -1.22 -0.75 1.76 0.118
H -1.41 0.25 0.41 -0.050
```



6.
The following is a quantum chemistry calculation of 3 unconnected molecules or ions with the total composition C28H49NO9PS2 at a distorted geometry, from OMol25.

charge = -1
Kohn-Sham gap = 0.285 Ha
multiplicity = 1
DFT total energy = -2965.9808 Eh

Geometry as XYZ:
```
90
Properties=species:S:1:pos:R:3:lowdin_charge:R:1
C 1.57 -0.99 -4.69 -0.092
C 3.04 -0.85 -4.30 -0.212
C 3.38 -1.61 -3.01 -0.259
O 2.25 -1.58 -2.19 -0.279
C 2.47 -1.99 -0.86 -0.298
P 0.98 -1.48 0.27 0.549
S 0.99 0.59 -0.63 0.606
C 2.09 -0.95 1.73 -0.244
C 1.72 0.37 2.44 -0.287
C 2.80 1.48 2.34 -0.172
C 2.21 2.80 1.91 -0.205
O 1.50 3.45 2.98 0.004
C 0.22 3.08 3.20 -0.541
C -0.72 2.90 2.05 0.018
O -0.16 2.97 4.32 0.103
C -0.22 -2.17 -1.13 -0.232
C -1.30 -1.40 -1.60 -0.106
C -2.20 -1.91 -2.54 -0.106
C -2.07 -3.22 -3.03 -0.127
C -0.98 -3.97 -2.57 -0.103
C -0.07 -3.46 -1.65 -0.086
O -0.48 -1.08 1.13 -0.350
C -0.86 -1.98 2.11 -0.625
S -0.64 -1.36 3.83 0.800
C -0.21 -3.34 1.71 -0.428
C 0.00 -4.37 2.82 -0.142
C -1.32 -4.70 3.47 -0.275
N -2.18 -5.49 2.99 0.086
O 0.92 -3.11 0.97 -0.267
H 1.00 -0.23 -4.18 0.071
H 1.44 -0.89 -5.77 0.056
H 1.16 -1.96 -4.43 0.070
H 3.73 -1.13 -5.10 0.097
H 3.21 0.21 -4.09 0.099
H 3.67 -2.64 -3.25 0.120
H 4.24 -1.13 -2.53 0.113
H 2.65 -3.07 -0.81 0.091
H 3.39 -1.50 -0.51 0.074
H 2.28 0.89 -0.42 -0.165
H 2.02 -1.75 2.47 0.068
H 3.14 -0.91 1.45 0.067
H 0.80 0.78 2.05 0.037
H 1.59 0.16 3.49 0.068
H 3.48 1.20 1.53 0.097
H 3.38 1.59 3.25 0.114
H 3.02 3.48 1.64 0.121
H 1.61 2.66 1.02 0.062
H -1.07 3.86 1.66 0.094
H -0.30 2.34 1.22 0.026
H -1.57 2.34 2.41 0.094
H -1.46 -0.40 -1.24 0.070
H -3.02 -1.29 -2.86 0.087
H -2.79 -3.61 -3.72 0.081
H -0.88 -4.99 -2.93 0.088
H 0.73 -4.08 -1.30 0.100
H -1.94 -2.09 1.99 0.110
H -1.77 -1.87 4.34 -0.150
H -0.99 -3.80 1.08 0.136
H 0.34 -5.29 2.36 0.117
H 0.71 -4.01 3.57 0.100
H -1.54 -4.21 4.41 0.081
H -1.85 -5.87 2.10 0.044
O -2.93 7.41 8.38 0.089
C -2.12 6.98 7.60 -0.539
O -1.95 5.66 7.50 0.003
C -1.13 5.05 6.49 -0.232
C 0.33 5.00 6.89 -0.061
C -1.24 7.91 6.79 0.006
H -1.28 5.54 5.53 0.111
H -1.51 4.04 6.38 0.117
H 0.74 6.00 7.03 0.065
H 0.90 4.48 6.13 0.069
H 0.43 4.48 7.84 0.084
H -0.39 8.21 7.40 0.092
H -1.82 8.79 6.54 0.086
H -0.88 7.48 5.86 0.068
O 0.00 0.63 -8.28 0.101
C -0.93 -0.03 -7.91 -0.534
O -0.72 -1.30 -7.52 -0.008
C -1.72 -2.11 -6.89 -0.235
C -2.60 -2.81 -7.91 -0.064
C -2.35 0.51 -7.94 0.011
H -2.30 -1.54 -6.16 0.112
H -1.16 -2.85 -6.32 0.122
H -3.16 -2.09 -8.51 0.065
H -3.30 -3.47 -7.41 0.079
H -1.98 -3.39 -8.60 0.081
H -2.75 0.37 -8.95 0.091
H -2.31 1.57 -7.72 0.089
H -3.02 0.04 -7.23 0.069
```



7.
The following is a quantum chemistry calculation of 2 unconnected molecules or ions with the total composition C4H12O at a distorted geometry, from OMol25.

Kohn-Sham gap = 0.416 Ha
multiplicity = 1
DFT total energy = -234.7927 Eh

Geometry as XYZ:
```
17
Properties=species:S:1:pos:R:3:lowdin_charge:R:1
C 0.75 0.44 -1.14 -0.113
C 0.41 -1.01 -0.67 -0.565
C 0.15 -1.09 0.78 -0.106
C -0.62 -1.51 -1.63 -0.124
H 0.84 0.56 -2.27 0.084
H -0.09 1.12 -0.74 0.099
H 1.67 0.84 -0.68 0.067
H 1.36 -1.58 -0.88 0.136
H 0.54 -0.17 1.29 0.085
H 0.75 -1.91 1.43 0.128
H -0.83 -1.09 1.02 0.028
H -0.41 -1.37 -2.70 0.070
H -0.64 -2.65 -1.29 0.120
H -1.64 -1.04 -1.49 0.094
O -0.95 3.25 2.77 -0.038
H -1.22 3.72 3.56 0.038
H -0.07 3.49 2.63 -0.002
```



8.
The following is a quantum chemistry calculation of C5H10O2 in the gas phase at a distorted geometry, from OMol25.

Kohn-Sham gap = 0.358 Ha
multiplicity = 1
DFT total energy = -346.9044 Eh

Geometry as XYZ:
```
17
Properties=species:S:1:pos:R:3:lowdin_charge:R:1
C -0.40 -2.05 1.43 -0.098
O 0.05 -1.03 0.56 -0.223
C -0.69 0.18 0.70 -0.177
C -0.30 1.19 -0.37 -0.186
C 1.11 1.67 -0.55 -0.061
C 0.48 0.88 -1.65 -0.350
O 0.78 -0.41 -2.00 -0.001
H -0.25 -1.78 2.48 0.092
H 0.17 -2.95 1.20 0.093
H -1.47 -2.26 1.27 0.092
H -1.76 -0.04 0.62 0.121
H -0.55 0.55 1.73 0.130
H -1.08 1.66 -0.95 0.134
H 1.33 2.73 -0.66 0.098
H 1.89 1.10 -0.05 0.118
H 0.24 1.50 -2.52 0.145
H 0.47 -0.94 -1.24 0.073
```



9.
The following is a quantum chemistry calculation of C5H6INO2S in the gas phase at a distorted geometry, from OMol25.

Kohn-Sham gap = 0.287 Ha
multiplicity = 1
DFT total energy = -1095.1226 Eh

Geometry as XYZ:
```
16
Properties=species:S:1:pos:R:3:lowdin_charge:R:1
C 0.02 0.43 0.08 -0.212
C 0.05 -0.88 -0.09 -0.344
C 0.75 0.77 1.29 -0.547
C -0.77 1.49 -0.74 -0.022
C -0.49 -1.74 -1.17 -0.067
N 1.20 -0.21 2.00 -0.101
O 1.02 1.94 1.87 -0.616
O 0.23 -2.79 1.71 -0.484
S 1.09 -1.74 1.17 0.975
I 1.42 3.62 0.92 1.029
H -0.08 1.90 -1.40 0.050
H -1.05 2.17 -0.06 0.011
H -1.47 0.91 -1.28 0.066
H -1.19 -1.02 -1.71 0.096
H -0.94 -2.60 -0.72 0.065
H 0.20 -2.25 -1.86 0.101
```



10.
The following is a quantum chemistry calculation of 2 unconnected molecules or ions with the total composition C4H13NOS at a distorted geometry, from OMol25.

<S²> = 0.7568
charge = +1
Kohn-Sham gap (alpha / beta) = 0.431 / 0.149 Ha
multiplicity = 2
DFT total energy = -688.0236 Eh

Geometry as XYZ:
```
20
Properties=species:S:1:pos:R:3:lowdin_charge:R:1
C -2.05 0.09 1.18 -0.001
C -0.73 -0.06 0.37 -0.401
C -0.04 1.25 -0.05 -0.213
C 1.27 1.00 -0.75 -0.548
S 2.73 1.07 0.27 0.925
N -0.94 -0.93 -0.78 0.202
H -1.89 -0.41 2.14 0.094
H -2.92 -0.40 0.76 0.087
H -2.12 1.14 1.45 0.096
H 0.00 -0.63 0.99 0.165
H -0.77 1.86 -0.59 0.137
H 0.12 1.70 0.93 0.111
H 1.29 -0.04 -1.11 0.055
H 1.32 1.61 -1.66 0.105
H 2.39 2.02 1.20 -0.069
H -1.75 -1.55 -0.67 0.140
H -1.01 -0.44 -1.66 0.135
H 0.92 -2.34 -0.51 -0.022
H 2.48 -2.18 -0.68 0.042
O 1.71 -2.76 -0.84 -0.040
```



11.
The following is a quantum chemistry calculation of 2 unconnected molecules or ions with the total composition C4H8O2 at a distorted geometry, from OMol25.

Kohn-Sham gap = 0.396 Ha
multiplicity = 1
DFT total energy = -307.5630 Eh

Geometry as XYZ:
```
14
Properties=species:S:1:pos:R:3:lowdin_charge:R:1
O 0.28 -0.32 1.70 -0.031
C 0.30 -0.73 0.55 -0.452
C 0.94 -0.04 -0.56 -0.098
C -0.62 0.62 -0.73 -0.075
C -2.06 0.31 -0.13 -0.243
O -3.02 -0.04 -0.78 0.060
H -0.31 -1.59 0.21 0.142
H 1.26 -0.64 -1.43 0.118
H 1.70 0.72 -0.32 0.103
H -0.76 0.57 -1.80 0.099
H -0.45 1.62 -0.33 0.115
H -2.22 0.62 0.92 0.127
H 2.81 -0.57 1.13 0.076
H 2.23 -0.50 1.59 0.060
```



12.
The following is a quantum chemistry calculation of C3H7OP in the gas phase at a distorted geometry, from OMol25.

<S²> = 2.0092
Kohn-Sham gap (alpha / beta) = 0.289 / 0.340 Ha
multiplicity = 3
DFT total energy = -534.9814 Eh

Geometry as XYZ:
```
12
Properties=species:S:1:pos:R:3:lowdin_charge:R:1
C -1.49 0.16 -0.44 -0.439
C -0.38 -0.34 0.46 -0.311
C 1.00 0.11 -0.10 -0.106
O -3.45 -0.57 1.18 -0.478
P -3.33 -0.11 -0.18 0.759
H -1.54 1.30 -0.33 0.080
H -1.15 -0.09 -1.40 0.044
H -0.56 0.11 1.42 0.098
H -0.46 -1.47 0.37 0.130
H 1.03 1.18 -0.38 0.079
H 1.54 -0.02 0.80 0.051
H 1.27 -0.46 -1.02 0.092
```